# 1
This record from the OMol25 dataset describes a cluster of 2 separate species, C3H9NO3 in total. The level of theory is the ωB97M-V functional and the def2-TZVPD basis.

Geometry as ORCA input:
```
! wB97M-V def2-TZVPD RIJCOSX def2/J DEFGRID3
* xyz 0 1
O 2.40954 -1.33109 -0.90099
C 1.28508 -1.58018 -0.37262
N 0.64524 -0.55802 0.23857
C -0.80614 -0.35771 0.55033
C -0.95944 0.98586 1.26824
O -2.40553 1.07591 1.36192
H 0.78631 -2.47267 -0.51267
H 1.31231 0.14045 0.29513
H -1.11631 -1.17460 1.13838
H -1.63789 -0.23788 -0.26529
H -0.48371 1.84546 0.77894
H -0.49354 1.05642 2.30836
H -2.56126 1.76075 1.95957
O 1.40642 0.66060 -2.68117
H 1.42616 -0.06673 -3.31092
H 1.19275 0.25344 -1.85577
*
```

Properties
HOMO-LUMO gap (hartree): 0.3898
SMILES string: O=CNCCO.O
E_LUMO (eV): 0.62

# 2
This record from the OMol25 dataset describes an isolated molecule of C5H6O. The level of theory is the ωB97M-V functional and the def2-TZVPD basis.

Geometry as ORCA input:
```
! wB97M-V def2-TZVPD RIJCOSX def2/J DEFGRID3
* xyz 0 1
C -1.18196 0.67842 -0.26198
C -0.62913 -0.64039 0.27609
O -1.37156 -1.69814 -0.29127
C 0.81929 -0.89011 0.18871
C 1.73216 0.12467 0.23729
C 2.63903 0.93930 0.07903
H -0.89639 0.81351 -1.30936
H -0.80005 1.52037 0.32402
H -2.27343 0.66303 -0.20381
H -0.75804 -0.63167 1.38732
H -0.76569 -2.45289 -0.33858
H 3.48576 1.57389 -0.08745
*
```

Properties
HOMO-LUMO gap (hartree): 0.2671
E_LUMO (eV): -1.30

# 3
This record from the OMol25 dataset describes a cluster of 3 separate species, C2H10N2O3 in total. The level of theory is the ωB97M-V functional and the def2-TZVPD basis.

Geometry as ORCA input:
```
! wB97M-V def2-TZVPD RIJCOSX def2/J DEFGRID3
* xyz 1 2
N -0.63965 -1.86230 -0.78712
C -0.93946 -0.87361 0.23825
C -0.20286 0.41496 0.04168
N -0.05973 1.24761 1.10645
O 0.24383 0.87373 -0.98685
H 0.20302 -1.48438 -1.33833
H -0.41029 -2.86889 -0.57908
H -2.07896 -0.76069 -0.08019
H -0.87787 -1.13241 1.22668
H -0.01853 0.94624 2.03496
H 0.66554 2.01900 0.89094
H -1.20698 -0.60026 3.53882
H -0.69333 -0.41818 4.88708
O -0.45651 -0.21193 3.90944
H 1.38865 -0.02002 -3.27254
H 1.73625 1.44642 -3.46377
O 1.84294 0.57918 -3.89253
*
```

Properties
HOMO-LUMO gap (alpha / beta) (hartree): 0.3641 / 0.1644
E_LUMO (alpha / beta) (eV): -4.04 / -9.47

So what do the calculations give for maximum force? Going down the list: 0.0953; 0.0119; 0.0934 Eh/bohr.
So what do the calculations give for calculated total energy? Going down the list: -10888.235; -7324.512; -11348.734 eV.